No. 1
{
  "formula": "C11H26N4O7Tb",
  "method": "ωB97M-V/def2-TZVPD",
  "spin_multiplicity": 7,
  "total_charge": 1,
  "orbital_gap_ha": [0.1764, 0.1775],
  "e_homo_ev": [-10.25, -10.26],
  "total_energy_ha": -2004.430601,
  "largest_force_ha_per_bohr": 0.0935,
  "s_squared": 12.688,
  "lumo_ha": [-0.2002, -0.1996],
  "elements": ["O", "H", "Tb", "N", "N", "N", "N", "O", "O", "O", "O", "C", "C", "C", "C", "C", "H", "H", "H", "C", "H", "H", "H", "C", "C", "H", "H", "H", "H", "H", "H", "H", "H", "C", "H", "H", "H", "O", "H", "H", "C", "C", "O", "H", "H", "H", "H", "H", "H"],
  "xyz": [[4.22, 1.14, -2.70], [4.68, 1.95, -2.98], [0.17, 0.04, -0.16], [0.02, -1.62, 1.40], [1.26, -1.58, -1.06], [-1.43, 1.22, 0.91], [-0.05, 1.69, -1.47], [-0.71, -1.59, 2.47], [-2.19, 0.86, 2.02], [0.65, 1.71, -2.69], [1.48, -1.37, -2.34], [1.19, -2.71, -0.41], [0.54, -2.74, 0.90], [-1.85, 2.21, 0.08], [-1.16, 2.40, -1.19], [0.43, -3.97, 1.75], [-0.63, -4.20, 1.97], [0.92, -3.77, 2.73], [0.91, -4.84, 1.26], [1.88, -3.82, -1.12], [2.88, -3.45, -1.40], [1.35, -4.00, -2.07], [1.94, -4.72, -0.50], [-2.95, 3.13, 0.49], [-1.54, 3.45, -2.16], [-3.08, 3.09, 1.59], [-3.90, 2.85, 0.02], [-2.70, 4.16, 0.19], [-1.17, 3.15, -3.16], [-1.03, 4.40, -1.89], [-2.63, 3.60, -2.18], [-1.78, 0.02, 2.42], [1.29, 0.93, -2.69], [3.92, 1.28, -1.30], [3.64, 0.27, -0.97], [3.02, 1.91, -1.19], [4.76, 1.68, -0.72], [1.26, 0.90, 1.70], [0.44, 1.39, 1.91], [1.08, 0.06, 2.19], [-3.39, -1.75, 0.14], [-2.40, -2.11, -0.94], [-1.65, -0.91, -1.39], [-2.91, -1.36, 1.03], [-3.94, -2.65, 0.43], [-4.10, -1.00, -0.22], [-1.61, -2.78, -0.58], [-2.85, -2.56, -1.83], [-2.30, -0.25, -1.65]]
}



No. 2
{
  "formula": "C5H4N2OS",
  "method": "ωB97M-V/def2-TZVPD",
  "orbital_gap_ha": 0.1732,
  "e_homo_ev": -7.00,
  "total_energy_ha": -775.726467,
  "relative_energy_ev": 2.894,
  "largest_force_ha_per_bohr": 0.1168,
  "lumo_ha": -0.0840,
  "elements": ["C", "C", "C", "C", "C", "N", "N", "O", "S", "H", "H", "H", "H"],
  "xyz": [[0.41, -1.74, 1.08], [-0.30, -0.67, 0.63], [1.87, -0.46, 0.28], [3.00, 0.14, -0.04], [0.54, 1.46, -0.48], [1.68, -1.62, 0.85], [0.61, 0.16, 0.11], [4.03, 0.38, -0.55], [0.04, 2.68, 0.76], [-0.14, -2.49, 1.77], [-1.35, -0.34, 0.49], [1.57, 1.66, -0.87], [-0.15, 1.38, -1.34]]
}



No. 3
{
  "formula": "C40H58O4",
  "method": "ωB97M-V/def2-TZVPD",
  "orbital_gap_ha": 0.3047,
  "e_homo_ev": -8.08,
  "total_energy_ha": -1859.950061,
  "largest_force_ha_per_bohr": 0.0156,
  "lumo_ha": 0.0079,
  "elements": ["C", "H", "O", "C", "C", "C", "C", "C", "C", "O", "H", "H", "H", "C", "C", "C", "O", "O", "C", "C", "C", "C", "C", "C", "C", "H", "H", "C", "H", "C", "C", "H", "H", "H", "C", "H", "C", "C", "H", "H", "H", "H", "C", "H", "H", "C", "C", "C", "C", "H", "H", "H", "C", "H", "H", "H", "H", "H", "H", "C", "H", "H", "C", "H", "H", "C", "C", "H", "H", "H", "C", "C", "C", "C", "H", "C", "C", "H", "H", "H", "C", "H", "H", "H", "H", "H", "H", "H", "H", "H", "H", "H", "H", "H", "H", "H", "H", "H", "H", "H", "H", "H"],
  "xyz": [[9.29, -3.50, 0.92], [8.55, -3.75, 0.16], [10.30, -2.66, 0.41], [9.95, -1.44, -0.06], [8.66, -0.93, -0.09], [8.40, 0.35, -0.60], [9.46, 1.11, -1.09], [10.75, 0.61, -1.06], [11.01, -0.65, -0.56], [12.26, -1.18, -0.51], [12.89, -0.54, -0.88], [11.57, 1.21, -1.44], [9.27, 2.09, -1.48], [7.06, 0.90, -0.64], [5.92, 0.34, -0.22], [4.65, 1.06, -0.34], [4.51, 2.16, -0.81], [3.64, 0.32, 0.15], [2.33, 0.90, 0.12], [1.67, 0.57, -1.22], [0.25, 1.14, -1.27], [-0.57, 0.61, -0.10], [-1.25, -0.72, -0.30], [-2.09, 0.54, -0.21], [-2.70, 1.08, -1.50], [-2.24, 0.55, -2.34], [-2.41, 2.13, -1.60], [-4.24, 0.97, -1.66], [-4.45, 0.26, -2.47], [-4.95, 0.51, -0.39], [-4.82, -1.01, -0.28], [-3.79, -1.32, -0.36], [-5.24, -1.38, 0.65], [-5.36, -1.49, -1.10], [-6.44, 0.92, -0.27], [-6.54, 1.94, -0.66], [-7.50, 0.08, -1.01], [-7.26, 0.04, -2.52], [-6.41, -0.58, -2.78], [-7.09, 1.04, -2.91], [-8.13, -0.37, -3.03], [-7.49, -0.93, -0.61], [-8.90, 0.66, -0.76], [-9.08, 1.49, -1.45], [-8.97, 1.06, 0.25], [-10.01, -0.40, -0.92], [-9.90, -1.45, 0.14], [-9.66, -2.74, -0.05], [-9.57, -3.69, 1.11], [-10.31, -4.49, 1.00], [-8.58, -4.16, 1.14], [-9.74, -3.19, 2.05], [-9.47, -3.36, -1.40], [-8.72, -2.82, -1.98], [-9.14, -4.40, -1.30], [-10.40, -3.35, -1.96], [-10.02, -1.08, 1.15], [-9.96, -0.84, -1.91], [-10.98, 0.10, -0.82], [-6.69, 0.94, 1.25], [-7.27, 1.81, 1.55], [-7.26, 0.05, 1.55], [-5.31, 0.95, 1.94], [-5.27, 1.70, 2.73], [-5.10, -0.02, 2.40], [-4.31, 1.24, 0.82], [-4.25, 2.76, 0.63], [-4.05, 3.24, 1.59], [-3.48, 3.06, -0.06], [-5.20, 3.16, 0.27], [-2.91, 0.67, 1.08], [-2.14, 1.42, 2.17], [-0.80, 0.75, 2.41], [0.10, 1.00, 1.21], [0.25, 2.09, 1.15], [1.53, 0.40, 1.34], [1.54, -1.13, 1.39], [2.57, -1.48, 1.42], [1.05, -1.56, 0.52], [1.03, -1.48, 2.29], [2.22, 0.94, 2.60], [2.13, 2.02, 2.66], [1.79, 0.50, 3.49], [3.27, 0.68, 2.57], [-0.34, 1.17, 3.31], [-0.95, -0.32, 2.58], [-1.96, 2.46, 1.87], [-2.73, 1.43, 3.08], [-3.06, -0.34, 1.48], [-4.63, 1.94, -1.98], [-1.30, -1.41, 0.52], [-1.13, -1.20, -1.26], [-0.19, 0.88, -2.23], [0.30, 2.23, -1.21], [1.64, -0.51, -1.35], [2.27, 1.00, -2.02], [2.45, 1.99, 0.19], [5.86, -0.65, 0.22], [6.98, 1.90, -1.06], [7.85, -1.52, 0.28], [8.78, -3.04, 1.78], [9.79, -4.41, 1.24]]
}



No. 4
{
  "formula": "C12H38F3O10Y",
  "method": "ωB97M-V/def2-TZVPD",
  "total_charge": 2,
  "orbital_gap_ha": 0.1744,
  "e_homo_ev": -13.87,
  "total_energy_ha": -1569.571136,
  "largest_force_ha_per_bohr": 0.1150,
  "lumo_ha": -0.3354,
  "elements": ["Y", "C", "O", "O", "C", "F", "F", "F", "C", "C", "H", "H", "H", "H", "H", "H", "C", "O", "H", "H", "H", "H", "C", "O", "H", "H", "H", "H", "C", "O", "H", "H", "H", "H", "C", "O", "H", "H", "H", "H", "C", "O", "H", "H", "H", "H", "C", "O", "H", "H", "H", "H", "C", "O", "H", "H", "H", "H", "C", "O", "H", "H", "H", "H"],
  "xyz": [[2.51, -2.21, -1.01], [-0.51, -1.19, 0.78], [-0.75, -0.38, -0.31], [0.83, -1.67, 0.55], [-0.95, -0.79, 2.23], [-0.05, -0.37, 3.02], [-1.92, 0.04, 2.28], [-1.45, -1.92, 2.80], [-1.98, 0.19, -0.57], [-2.00, 0.62, -1.93], [-1.84, -0.18, -2.65], [-2.92, 1.16, -2.16], [-1.18, 1.32, -2.10], [-2.21, 1.05, 0.06], [-2.82, -0.47, -0.37], [-1.10, -2.06, 0.48], [-2.93, -3.60, -1.39], [-2.07, -3.03, -2.36], [-3.20, -4.64, -1.59], [-2.50, -3.56, -0.39], [-3.85, -3.02, -1.48], [-1.14, -3.12, -2.12], [3.30, 0.94, 0.31], [3.59, 0.01, -0.75], [4.18, 1.40, 0.75], [2.71, 1.77, -0.09], [2.55, 0.56, 1.01], [4.07, 0.54, -1.39], [-2.89, 1.67, -5.80], [-2.39, 2.92, -6.30], [-3.75, 1.28, -6.36], [-2.09, 0.98, -6.06], [-2.95, 1.68, -4.71], [-2.46, 3.02, -7.25], [4.20, -2.12, 1.85], [4.34, -2.25, 0.43], [4.86, -1.42, 2.34], [3.20, -1.71, 2.03], [4.32, -3.14, 2.21], [5.28, -2.13, 0.35], [-1.74, 4.96, -1.58], [-0.75, 4.01, -1.65], [-1.63, 5.71, -2.36], [-2.69, 4.45, -1.68], [-1.72, 5.33, -0.55], [-0.64, 3.63, -2.52], [-0.08, 1.63, 4.97], [-0.45, 2.92, 4.58], [0.02, 1.51, 6.05], [-0.86, 1.01, 4.53], [0.79, 1.36, 4.38], [-1.40, 3.04, 4.67], [1.29, -2.80, 5.78], [1.45, -2.40, 7.15], [0.85, -3.79, 5.64], [0.76, -1.98, 5.29], [2.23, -2.87, 5.23], [2.11, -1.70, 7.20], [1.19, -0.06, -3.62], [1.27, -0.36, -2.22], [2.07, -0.45, -4.15], [0.24, -0.33, -4.07], [1.17, 1.03, -3.61], [0.48, -0.02, -1.79]]
}